(1)
DFT (ωB97M-V/def2-TZVPD) results for a molecular structure, C4H12CsO2 at a distorted geometry.

Positions of all 19 atoms, in Å:
Cs 0.333 2.520 -1.108
C -1.249 -1.296 -1.670
C -1.258 -0.336 -2.818
O -1.830 0.942 -2.368
H -0.876 -2.267 -2.000
H -2.267 -1.474 -1.320
H -0.645 -0.946 -0.833
H -1.794 -0.683 -3.698
H -0.247 -0.062 -3.144
H -2.368 1.306 -3.077
C 2.046 0.337 1.774
C 1.052 -0.128 2.847
O 0.625 0.911 3.710
H 2.545 -0.553 1.389
H 2.769 1.003 2.235
H 1.488 0.817 0.966
H 1.524 -0.879 3.476
H 0.211 -0.642 2.363
H -0.057 1.429 3.274

The total charge is +1. As for the max |F|: 0.027 hartree/bohr. The total energy comes out at -329.9972 Ha.

Charge distribution, Mulliken scheme, values in e: atom 1 (Cs): 1.0316, atom 2 (C): -0.6763, atom 3 (C): -0.3499, atom 4 (O): -0.5353, atom 5 (H): 0.3413, atom 6 (H): 0.2871, atom 7 (H): 0.0421, atom 8 (H): 0.3566, atom 9 (H): 0.2474, atom 10 (H): 0.2956, atom 11 (C): -0.3578, atom 12 (C): -0.3108, atom 13 (O): -0.4878, atom 14 (H): 0.3141, atom 15 (H): 0.3439, atom 16 (H): -0.3640, atom 17 (H): 0.3097, atom 18 (H): 0.2412, atom 19 (H): 0.2712



(2)
DFT (ωB97M-V/def2-TZVPD) results for a single C6H11N molecule at a distorted geometry.

Positions of all 18 atoms, in Å:
C -1.139 -0.275 2.436
C -0.431 -1.062 1.590
N 0.721 -0.527 1.081
C 1.285 -0.909 -0.198
C 0.679 -0.087 -1.334
C -0.088 0.999 -1.114
C -0.903 1.694 -2.179
H -0.952 0.798 2.494
H -1.941 -0.719 3.014
H -0.758 -1.986 1.171
H 1.226 0.163 1.601
H 1.000 -1.934 -0.445
H 2.353 -0.836 -0.226
H 0.825 -0.342 -2.378
H -0.308 1.346 -0.090
H -1.976 1.673 -1.866
H -0.707 1.117 -3.102
H -0.688 2.763 -2.258

As for the SMILES: C=CNC/C=C/C. As for the max |F|: 0.055 hartree/bohr. The total energy comes out at -289.9024 Ha.

Charge distribution, Mulliken scheme, values in e: atom 1 (C): -0.7856, atom 2 (C): -0.0423, atom 3 (N): -0.2165, atom 4 (C): -0.7734, atom 5 (C): -0.3388, atom 6 (C): 0.2017, atom 7 (C): -1.0845, atom 8 (H): 0.2212, atom 9 (H): 0.2500, atom 10 (H): 0.3140, atom 11 (H): 0.2672, atom 12 (H): 0.2568, atom 13 (H): 0.3964, atom 14 (H): 0.2661, atom 15 (H): 0.2267, atom 16 (H): 0.2493, atom 17 (H): 0.3000, atom 18 (H): 0.2916



(3)
DFT (ωB97M-V/def2-TZVPD) results for 8 unconnected molecules or ions with the total composition C27H75N5O10 at a distorted geometry.

Positions of all 117 atoms, in Å:
C 9.469 -8.890 -12.060
O 8.734 -7.965 -12.851
C 9.532 -6.912 -13.374
C 8.933 -5.525 -13.061
C 7.509 -5.427 -13.551
N 9.723 -4.491 -13.710
H 8.808 -9.606 -11.579
H 9.953 -8.317 -11.261
H 10.239 -9.370 -12.668
H 10.595 -6.973 -13.120
H 9.498 -7.076 -14.461
H 8.982 -5.521 -11.967
H 6.906 -6.310 -13.347
H 7.523 -5.386 -14.647
H 7.076 -4.493 -13.195
H 10.708 -4.578 -13.472
H 9.703 -4.567 -14.721
C 7.286 -12.223 -5.842
O 8.621 -12.618 -5.959
C 9.505 -11.509 -5.940
C 10.968 -11.840 -6.122
C 11.683 -12.503 -4.902
N 11.791 -10.640 -6.355
H 6.646 -13.093 -5.705
H 6.919 -11.641 -6.696
H 7.122 -11.627 -4.935
H 9.161 -10.841 -6.743
H 9.418 -11.022 -4.958
H 11.158 -12.593 -6.896
H 11.101 -13.318 -4.463
H 11.776 -11.794 -4.074
H 12.669 -12.890 -5.151
H 11.416 -10.116 -7.141
H 12.719 -10.976 -6.574
C 0.582 -6.153 -5.679
O 1.419 -6.807 -6.635
C 2.775 -6.848 -6.260
C 3.563 -7.329 -7.495
C 5.030 -7.477 -7.212
N 3.415 -6.317 -8.570
H 0.757 -5.073 -5.722
H 0.785 -6.486 -4.659
H -0.418 -6.391 -6.031
H 3.160 -5.863 -5.951
H 2.924 -7.500 -5.386
H 3.053 -8.250 -7.789
H 5.375 -6.565 -6.713
H 5.561 -7.527 -8.167
H 5.344 -8.343 -6.632
H 3.774 -5.443 -8.186
H 2.419 -6.113 -8.654
C 0.802 -19.624 -7.124
O 1.380 -19.481 -8.397
C 2.464 -18.589 -8.402
C 3.059 -18.571 -9.808
N 4.114 -17.584 -9.933
C 3.577 -16.221 -10.051
C 4.623 -15.214 -10.525
O 5.177 -14.606 -9.362
C 5.991 -13.504 -9.699
H 1.517 -19.977 -6.357
H 0.180 -20.513 -7.222
H 0.382 -18.738 -6.647
H 3.239 -18.915 -7.692
H 2.209 -17.586 -8.032
H 2.250 -18.459 -10.543
H 3.406 -19.598 -9.947
H 4.769 -17.763 -10.680
H 3.067 -16.034 -9.113
H 2.871 -16.250 -10.905
H 4.103 -14.460 -11.119
H 5.390 -15.747 -11.093
H 6.589 -13.723 -10.589
H 6.553 -13.036 -8.894
H 5.342 -12.675 -10.028
C 11.111 -12.139 -10.914
O 10.895 -12.842 -9.715
C 10.021 -13.927 -9.943
C 9.643 -14.551 -8.592
N 10.738 -15.236 -7.925
C 10.394 -15.464 -6.516
C 11.341 -16.462 -5.875
O 12.579 -15.825 -5.635
C 13.554 -16.736 -5.207
H 10.144 -11.815 -11.325
H 11.609 -12.745 -11.676
H 11.614 -11.179 -10.786
H 10.589 -14.782 -10.352
H 9.183 -13.873 -10.639
H 8.815 -15.236 -8.820
H 9.094 -13.798 -8.007
H 11.444 -14.497 -7.886
H 9.407 -15.952 -6.461
H 10.134 -14.597 -5.903
H 11.456 -17.377 -6.464
H 10.840 -16.781 -4.947
H 13.571 -17.667 -5.776
H 13.464 -16.938 -4.129
H 14.563 -16.312 -5.238
C 8.268 -9.160 -8.788
O 8.019 -10.471 -9.292
H 9.298 -9.166 -8.412
H 8.213 -8.335 -9.490
H 7.562 -9.067 -7.958
H 8.131 -11.134 -8.609
C 8.964 -5.462 -6.625
O 9.185 -6.077 -7.902
H 7.952 -5.622 -6.247
H 9.615 -5.966 -5.914
H 9.190 -4.403 -6.726
H 8.652 -5.573 -8.526
C 5.063 -8.645 -11.080
O 3.766 -8.331 -10.580
H 5.398 -9.527 -10.522
H 4.966 -8.778 -12.153
H 5.769 -7.840 -10.840
H 3.830 -7.827 -9.749

As for the SMILES: COC[C@H](C)N.COC[C@H](C)N.COC[C@H](C)N.COCCNCCOC.COCCNCCOC.CO.CO.CO. As for the max |F|: 0.065 hartree/bohr. The total energy comes out at -2099.6111 Ha.

Results of the Mulliken charge analysis, in e, for atoms 1 through 99: atom 1 (C): -0.8432, atom 2 (O): -0.3574, atom 3 (C): -0.8622, atom 4 (C): 0.7509, atom 5 (C): -1.3043, atom 6 (N): -0.7111, atom 7 (H): 0.1419, atom 8 (H): 0.3930, atom 9 (H): 0.4307, atom 10 (H): 0.4321, atom 11 (H): 0.2872, atom 12 (H): 0.1002, atom 13 (H): 0.2886, atom 14 (H): 0.3399, atom 15 (H): 0.3247, atom 16 (H): 0.2753, atom 17 (H): 0.2738, atom 18 (C): -0.6114, atom 19 (O): -0.2950, atom 20 (C): 0.1423, atom 21 (C): 1.0354, atom 22 (C): -1.8074, atom 23 (N): -0.7149, atom 24 (H): 0.2851, atom 25 (H): 0.1323, atom 26 (H): 0.2979, atom 27 (H): -0.3134, atom 28 (H): 0.3579, atom 29 (H): -0.2544, atom 30 (H): 0.3283, atom 31 (H): 0.4852, atom 32 (H): 0.3608, atom 33 (H): 0.2338, atom 34 (H): 0.3316, atom 35 (C): -0.7611, atom 36 (O): -0.3064, atom 37 (C): -1.0492, atom 38 (C): 0.3391, atom 39 (C): -0.9834, atom 40 (N): -0.6883, atom 41 (H): 0.3034, atom 42 (H): 0.3113, atom 43 (H): 0.2404, atom 44 (H): 0.3456, atom 45 (H): 0.4360, atom 46 (H): 0.4879, atom 47 (H): 0.1948, atom 48 (H): 0.2194, atom 49 (H): 0.3804, atom 50 (H): 0.2928, atom 51 (H): 0.2296, atom 52 (C): -0.7875, atom 53 (O): -0.3156, atom 54 (C): -0.3400, atom 55 (C): -0.6325, atom 56 (N): -0.2893, atom 57 (C): -0.4551, atom 58 (C): -0.5493, atom 59 (O): -0.3584, atom 60 (C): -0.7229, atom 61 (H): 0.3113, atom 62 (H): 0.2912, atom 63 (H): 0.2978, atom 64 (H): 0.2816, atom 65 (H): 0.2769, atom 66 (H): 0.3082, atom 67 (H): 0.3507, atom 68 (H): 0.2476, atom 69 (H): 0.2220, atom 70 (H): 0.3256, atom 71 (H): 0.3654, atom 72 (H): 0.2945, atom 73 (H): 0.2832, atom 74 (H): 0.1133, atom 75 (H): 0.4558, atom 76 (C): -0.8487, atom 77 (O): -0.2059, atom 78 (C): -1.0695, atom 79 (C): 0.0484, atom 80 (N): -0.4835, atom 81 (C): 0.2118, atom 82 (C): -1.0343, atom 83 (O): -0.1945, atom 84 (C): -0.8527, atom 85 (H): 0.2159, atom 86 (H): 0.3700, atom 87 (H): 0.3081, atom 88 (H): 0.3771, atom 89 (H): 0.5470, atom 90 (H): 0.5701, atom 91 (H): -0.1945, atom 92 (H): 0.3207, atom 93 (H): 0.5090, atom 94 (H): -0.1967, atom 95 (H): 0.4284, atom 96 (H): 0.3493, atom 97 (H): 0.3260, atom 98 (H): 0.3220, atom 99 (H): 0.2422



(4)
DFT (ωB97M-V/def2-TZVPD) results for a molecular structure, C24H28BBr4GaN6O2.

Positions of all 66 atoms, in Å:
Ga 0.140 0.133 -0.204
C -2.632 3.909 0.198
C -1.548 3.089 0.890
C -0.977 3.814 2.113
C -2.061 1.735 1.277
C -3.265 1.367 1.889
C -3.190 -0.003 2.050
N -2.023 -0.430 1.560
N -1.322 0.642 1.099
B -1.334 -1.824 1.546
N -1.232 -2.328 0.075
C -1.706 -3.453 -0.461
C -1.169 -3.605 -1.722
C -0.326 -2.503 -1.908
N -0.391 -1.727 -0.818
C 0.610 -2.252 -3.066
C 0.532 -0.842 -3.651
C 0.390 -3.298 -4.155
N 0.115 -1.639 2.070
C 0.708 -2.121 3.166
C 1.992 -1.621 3.235
C 2.129 -0.799 2.107
N 0.993 -0.833 1.408
C 3.286 0.064 1.690
C 3.111 1.474 2.260
C 4.615 -0.543 2.130
H -2.233 4.876 -0.109
H -3.473 4.092 0.872
H -3.008 3.398 -0.690
H -0.735 2.935 0.180
H -1.763 4.006 2.848
H -0.546 4.772 1.817
H -0.197 3.223 2.596
H -4.081 2.010 2.172
H -3.894 -0.699 2.476
H -1.942 -2.615 2.215
H -2.380 -4.081 0.099
H -1.343 -4.416 -2.407
H 1.622 -2.392 -2.670
H -0.496 -0.558 -3.876
H 1.119 -0.803 -4.570
H 0.945 -0.094 -2.979
H -0.615 -3.213 -4.576
H 0.523 -4.314 -3.783
H 1.104 -3.141 -4.964
H 0.176 -2.790 3.824
H 2.727 -1.817 3.997
H 3.269 0.141 0.602
H 3.060 1.441 3.352
H 2.207 1.945 1.876
H 3.955 2.104 1.973
H 4.694 -0.565 3.220
H 5.442 0.060 1.753
H 4.737 -1.562 1.760
Br 2.892 5.400 -3.493
C 1.703 4.046 -2.941
C 0.426 3.950 -3.482
Br -0.156 5.179 -4.786
C -0.442 2.933 -3.059
Br -2.188 2.728 -3.736
C -0.044 2.013 -2.097
O -0.802 1.037 -1.630
C 1.257 2.120 -1.555
O 1.588 1.217 -0.619
C 2.113 3.120 -1.972
Br 3.821 3.168 -1.173

As for the max |F|: 0.010 hartree/bohr. The total energy comes out at -13656.2834 Ha.

Charge distribution, Mulliken scheme, values in e: atom 1 (Ga): 0.1057, atom 2 (C): -1.6767, atom 3 (C): 2.3214, atom 4 (C): -1.6763, atom 5 (C): -0.0286, atom 6 (C): -0.9235, atom 7 (C): -0.4331, atom 8 (N): -0.0808, atom 9 (N): 0.4965, atom 10 (B): -0.1850, atom 11 (N): 0.0769, atom 12 (C): -0.6865, atom 13 (C): -0.7455, atom 14 (C): -0.0595, atom 15 (N): 0.5386, atom 16 (C): 1.2823, atom 17 (C): -1.0368, atom 18 (C): -1.9655, atom 19 (N): 0.2423, atom 20 (C): -0.5739, atom 21 (C): -1.0674, atom 22 (C): 0.0554, atom 23 (N): 0.3151, atom 24 (C): 1.4643, atom 25 (C): -1.1829, atom 26 (C): -1.8328, atom 27 (H): 0.4040, atom 28 (H): 0.3756, atom 29 (H): 0.3386, atom 30 (H): -0.8067, atom 31 (H): 0.3891, atom 32 (H): 0.4082, atom 33 (H): 0.3450, atom 34 (H): 0.4941, atom 35 (H): 0.4939, atom 36 (H): -0.1069, atom 37 (H): 0.4812, atom 38 (H): 0.5137, atom 39 (H): 0.1530, atom 40 (H): 0.3175, atom 41 (H): 0.4847, atom 42 (H): -0.0686, atom 43 (H): 0.3867, atom 44 (H): 0.4347, atom 45 (H): 0.4350, atom 46 (H): 0.4868, atom 47 (H): 0.4667, atom 48 (H): -0.0525, atom 49 (H): 0.3367, atom 50 (H): 0.1356, atom 51 (H): 0.3588, atom 52 (H): 0.3274, atom 53 (H): 0.4451, atom 54 (H): 0.4138, atom 55 (Br): -0.1828, atom 56 (C): 0.2887, atom 57 (C): 0.3067, atom 58 (Br): -0.1730, atom 59 (C): -0.2368, atom 60 (Br): -0.1592, atom 61 (C): 0.1841, atom 62 (O): -0.6540, atom 63 (C): -0.3195, atom 64 (O): -0.1557, atom 65 (C): 0.0902, atom 66 (Br): -0.1235